C15H22N2O5S in the gas phase in a non-equilibrium geometry, computed with ωB97M-V/def2-TZVPD.

Computed properties:
- orbital gap (eV) = 8.75
- F_max (eV Å⁻¹) = 1.27
- LUMO (eV) = 0.51
- SMILES = CCCCCNC(=O)CN(c1ccc2c(c1)OCO2)S(C)(=O)=O
- net charge = 0

Each line ends with the Mulliken charge.
Geometry (Å):
1 C 1.301 0.463 -5.707  -1.16
2 C 0.269 -0.642 -5.513  -0.56
3 C -0.205 -0.773 -4.066  -0.33
4 C -0.996 0.440 -3.580  -0.54
5 C -1.572 0.216 -2.182  -1.05
6 N -0.524 0.033 -1.205  0.16
7 C -0.366 -1.094 -0.499  0.62
8 O -1.097 -2.061 -0.548  -0.70
9 C 0.856 -1.033 0.438  -1.02
10 N 0.780 0.121 1.305  0.35
11 C -0.090 0.122 2.413  -0.31
12 C -1.066 1.102 2.517  -0.15
13 C -1.933 1.151 3.605  -1.42
14 C -1.799 0.175 4.562  1.16
15 C -0.821 -0.817 4.456  0.74
16 C 0.053 -0.863 3.400  -0.96
17 O -0.898 -1.651 5.537  -0.50
18 C -1.971 -1.169 6.320  -0.25
19 O -2.516 -0.019 5.711  -0.48
20 S 1.730 1.425 0.960  1.29
21 C 3.324 0.995 1.705  -1.01
22 O 1.225 2.587 1.618  -0.66
23 O 1.901 1.474 -0.469  -0.73
24 H 0.865 1.442 -5.525  0.32
25 H 1.683 0.448 -6.725  0.37
26 H 2.137 0.326 -5.024  0.28
27 H -0.591 -0.454 -6.159  0.32
28 H 0.709 -1.594 -5.820  0.32
29 H -0.837 -1.660 -3.978  0.35
30 H 0.660 -0.921 -3.416  0.15
31 H -1.820 0.639 -4.268  0.35
32 H -0.351 1.319 -3.554  0.31
33 H -2.187 1.075 -1.891  0.31
34 H -2.187 -0.687 -2.157  0.47
35 H 0.195 0.746 -1.145  0.23
36 H 0.896 -1.959 1.016  0.37
37 H 1.760 -0.934 -0.166  0.44
38 H -1.137 1.848 1.744  0.47
39 H -2.687 1.914 3.690  0.40
40 H 0.806 -1.629 3.335  0.51
41 H -1.606 -0.916 7.328  0.24
42 H -2.747 -1.948 6.400  0.25
43 H 3.674 0.069 1.268  0.33
44 H 4.016 1.801 1.496  0.43
45 H 3.164 0.896 2.770  0.30

A molecular structure, C15H22N4O4S2Se2W, computed with ωB97M-V/def2-TZVPD.

Computed properties:
- orbital gap (spin up / spin down) (eV) = 5.87 / 5.90
- F_max (eV Å⁻¹) = 0.30
- LUMO (spin up / spin down) (eV) = -7.27 / -7.23
- net charge = +2

Each line ends with the Mulliken charge.
Geometry (Å):
1 W -0.407 0.141 0.592  1.06
2 O 4.329 -0.131 -2.416  -0.61
3 C 4.452 -0.983 -1.390  0.44
4 C 5.646 -1.700 -1.303  -0.71
5 C 5.842 -2.596 -0.278  -0.36
6 C 4.857 -2.812 0.694  -0.89
7 C 3.678 -2.120 0.618  -0.49
8 C 3.449 -1.195 -0.421  -0.03
9 C 2.200 -0.486 -0.483  1.18
10 O 1.248 -0.777 0.452  -0.37
11 N 1.896 0.416 -1.351  -0.77
12 N 0.601 0.870 -1.155  0.13
13 C 0.195 1.729 -2.054  0.29
14 S 1.233 2.302 -3.301  0.03
15 C -0.094 3.113 -4.239  -0.57
16 C -1.119 3.644 -3.258  -0.68
17 S -1.428 2.334 -2.032  -0.02
18 H 3.469 0.317 -2.385  0.49
19 H 6.400 -1.526 -2.057  0.47
20 H 6.775 -3.140 -0.225  0.41
21 H 5.029 -3.516 1.496  0.45
22 H 2.910 -2.271 1.364  0.45
23 H -0.525 2.388 -4.926  0.34
24 H 0.358 3.923 -4.810  0.42
25 H -2.068 3.869 -3.741  0.43
26 H -0.762 4.524 -2.727  0.33
27 C -1.600 -1.032 3.914  -1.01
28 Se -0.462 -1.721 2.500  0.28
29 C -1.711 -3.061 1.797  -0.89
30 C -2.763 -2.456 0.899  -0.58
31 Se -1.867 -1.553 -0.592  0.20
32 C -3.424 -0.660 -1.334  -0.95
33 H -1.738 -1.842 4.625  0.40
34 H -2.546 -0.677 3.518  0.30
35 H -1.055 -0.221 4.391  0.32
36 H -2.154 -3.549 2.663  0.48
37 H -1.099 -3.795 1.272  0.42
38 H -3.381 -1.715 1.406  0.28
39 H -3.401 -3.225 0.463  0.50
40 H -4.156 -1.439 -1.534  0.42
41 H -3.116 -0.186 -2.260  0.32
42 H -3.803 0.061 -0.615  0.30
43 N -3.563 2.787 2.885  -0.53
44 N -2.306 2.951 2.300  -0.02
45 C -1.730 1.941 1.694  0.78
46 O -0.542 2.069 1.149  -0.62
47 O -2.212 0.768 1.556  -0.62
48 H -4.229 3.408 2.441  0.27
49 H -3.508 3.000 3.874  0.28
50 H -1.796 3.828 2.327  0.26

C15H22O2 in the gas phase, computed with ωB97M-V/def2-TZVPD.

Computed properties:
- orbital gap (eV) = 8.74
- F_max (eV Å⁻¹) = 0.44
- LUMO (eV) = -1.39
- SMILES = CCCCCCCCCC1=CC(=O)C=CC1=O
- net charge = 0

Each line ends with the Mulliken charge.
Geometry (Å):
1 C 4.313 -1.201 0.726  -1.26
2 C 3.335 -0.012 0.716  -0.23
3 C 2.480 0.059 -0.561  -0.79
4 C 2.030 1.467 -0.930  -0.93
5 C 1.171 2.143 0.165  -0.18
6 C -0.175 2.677 -0.361  -1.22
7 C -1.286 1.631 -0.265  -0.34
8 C -1.729 1.340 1.159  -0.57
9 C -2.778 0.211 1.332  -1.38
10 C -2.653 -0.916 0.356  0.21
11 C -3.276 -0.957 -0.827  0.15
12 C -3.117 -2.063 -1.786  0.05
13 O -3.721 -2.082 -2.835  -0.56
14 C -2.190 -3.152 -1.411  -0.35
15 C -1.560 -3.142 -0.239  -0.57
16 C -1.745 -2.041 0.728  0.71
17 O -1.162 -2.055 1.792  -0.60
18 H 5.330 -0.882 0.507  0.29
19 H 4.326 -1.704 1.692  0.34
20 H 4.022 -1.943 -0.018  0.36
21 H 2.688 -0.101 1.589  0.26
22 H 3.879 0.926 0.842  0.34
23 H 1.604 -0.582 -0.422  0.17
24 H 3.056 -0.381 -1.378  0.51
25 H 2.918 2.075 -1.120  0.43
26 H 1.472 1.419 -1.868  0.41
27 H 0.984 1.396 0.937  0.02
28 H 1.740 2.950 0.624  0.42
29 H -0.042 2.907 -1.420  0.42
30 H -0.460 3.608 0.130  0.43
31 H -0.927 0.729 -0.770  0.24
32 H -2.155 1.966 -0.841  0.38
33 H -2.170 2.252 1.567  0.31
34 H -0.874 1.100 1.790  0.34
35 H -3.792 0.609 1.296  0.49
36 H -2.638 -0.208 2.328  0.35
37 H -3.945 -0.160 -1.129  0.45
38 H -2.067 -3.946 -2.136  0.44
39 H -0.886 -3.939 0.043  0.45

C15H22O3 in the gas phase in a non-equilibrium geometry, computed with ωB97M-V/def2-TZVPD.

Computed properties:
- orbital gap (eV) = 9.80
- F_max (eV Å⁻¹) = 3.66
- LUMO (eV) = 0.66
- SMILES = CC1(C)C[C@H]2[C@@H]3O[C@@]34CO[C@H](O)[C@]43C[C@]3(C)[C@H]2C1
- net charge = 0

Each line ends with the Mulliken charge.
Geometry (Å):
1 C 3.166 -1.501 0.654  -1.85
2 C 2.565 -0.055 0.614  2.32
3 C 3.442 0.982 1.328  -1.94
4 C 2.321 0.378 -0.859  -1.89
5 C 0.803 0.695 -1.032  0.46
6 C 0.073 -0.440 -1.750  -1.42
7 O -0.801 0.102 -2.755  -0.72
8 C -1.451 -0.487 -1.667  1.22
9 C -2.067 -1.812 -1.851  -0.73
10 O -3.084 -1.919 -0.817  -0.56
11 C -3.273 -0.671 -0.128  -0.12
12 O -4.398 -0.216 -0.860  -0.57
13 C -2.066 0.172 -0.488  1.44
14 C -2.090 1.656 -0.257  -1.63
15 C -1.216 0.789 0.661  0.80
16 C -1.737 0.612 2.066  -2.37
17 C 0.313 0.919 0.416  0.38
18 C 1.140 -0.024 1.257  -1.83
19 H 2.629 -2.166 -0.002  0.38
20 H 4.199 -1.433 0.284  0.43
21 H 3.058 -1.867 1.688  0.41
22 H 4.315 1.196 0.744  0.49
23 H 2.918 1.917 1.537  0.37
24 H 3.754 0.582 2.282  0.41
25 H 2.906 1.252 -1.112  0.32
26 H 2.595 -0.386 -1.582  0.56
27 H 0.778 1.615 -1.678  0.46
28 H 0.565 -1.405 -1.864  0.45
29 H -2.514 -1.833 -2.854  0.28
30 H -1.339 -2.618 -1.759  0.37
31 H -3.428 -0.744 0.937  0.53
32 H -4.371 -0.719 -1.683  0.42
33 H -1.542 2.332 -0.940  0.21
34 H -3.058 2.138 -0.023  0.33
35 H -1.762 -0.453 2.320  0.39
36 H -1.050 1.122 2.779  0.43
37 H -2.681 1.098 2.167  0.52
38 H 0.559 1.951 0.681  0.36
39 H 0.695 -1.016 1.243  0.38
40 H 1.133 0.257 2.302  0.52

C15H22O4 in the gas phase, computed with ωB97M-V/def2-TZVPD.

Computed properties:
- orbital gap (eV) = 10.17
- F_max (eV Å⁻¹) = 0.55
- LUMO (eV) = 0.86
- SMILES = COC(C/C=C/[C@@H](O)COCc1ccccc1)OC
- net charge = 0

Each line ends with the Mulliken charge.
Geometry (Å):
1 C -6.792 0.206 -0.110  -0.74
2 O -5.525 0.377 -0.709  -0.36
3 C -4.491 -0.318 -0.061  0.12
4 C -3.265 -0.249 -0.986  -0.99
5 C -2.084 -0.927 -0.373  -0.23
6 C -0.914 -0.347 -0.166  -0.40
7 C 0.288 -1.022 0.435  0.06
8 O 0.147 -2.411 0.593  -0.61
9 C 1.540 -0.695 -0.403  -0.62
10 O 1.771 0.692 -0.353  -0.28
11 C 2.934 1.090 -1.047  -0.86
12 C 4.215 0.616 -0.404  0.63
13 C 5.283 0.178 -1.175  -0.54
14 C 6.455 -0.242 -0.571  -0.51
15 C 6.566 -0.239 0.809  -0.44
16 C 5.502 0.191 1.584  -0.54
17 C 4.334 0.620 0.980  -0.13
18 O -4.265 0.154 1.238  -0.39
19 C -3.820 1.494 1.333  -0.63
20 H -7.482 0.832 -0.672  0.27
21 H -7.109 -0.842 -0.169  0.29
22 H -6.779 0.513 0.939  0.30
23 H -4.783 -1.370 0.100  0.39
24 H -3.547 -0.743 -1.918  0.39
25 H -3.046 0.795 -1.209  0.28
26 H -2.246 -1.953 -0.066  0.45
27 H -0.735 0.682 -0.442  0.47
28 H 0.451 -0.628 1.446  0.23
29 H -0.076 -2.794 -0.264  0.37
30 H 2.396 -1.253 0.003  0.42
31 H 1.383 -1.018 -1.447  0.31
32 H 2.902 2.185 -1.040  0.28
33 H 2.889 0.747 -2.092  0.39
34 H 5.197 0.168 -2.253  0.33
35 H 7.282 -0.578 -1.179  0.37
36 H 7.479 -0.572 1.279  0.37
37 H 5.583 0.193 2.661  0.38
38 H 3.498 0.957 1.575  0.39
39 H -4.012 1.802 2.359  0.27
40 H -2.749 1.568 1.126  0.17
41 H -4.375 2.139 0.646  0.32

C15H22O5 in the gas phase in a non-equilibrium geometry, computed with ωB97M-V/def2-TZVPD.

Computed properties:
- orbital gap (eV) = 10.12
- F_max (eV Å⁻¹) = 1.52
- LUMO (eV) = 0.74
- SMILES = COC(C[C@@H]1O[C@H]1[C@H](O)COCc1ccccc1)OC
- net charge = 0

Each line ends with the Mulliken charge.
Geometry (Å):
1 C 2.887 2.267 0.286  -0.87
2 O 2.421 1.028 -0.202  -0.23
3 C 2.859 -0.076 0.546  0.07
4 C 1.995 -1.276 0.134  -0.89
5 C 0.576 -1.062 0.598  0.86
6 O 0.219 -1.462 1.892  -0.60
7 C -0.344 -2.176 0.829  -0.54
8 C -1.827 -2.021 0.560  0.51
9 O -2.496 -3.068 1.229  -0.59
10 C -2.098 -2.122 -0.960  -0.64
11 O -1.453 -1.154 -1.745  -0.28
12 C -2.180 0.039 -1.996  -1.27
13 C -2.232 0.989 -0.825  0.93
14 C -1.122 1.766 -0.512  -0.54
15 C -1.144 2.607 0.587  -0.41
16 C -2.276 2.686 1.381  -0.62
17 C -3.390 1.927 1.067  -0.45
18 C -3.367 1.083 -0.030  -0.35
19 O 4.238 -0.290 0.411  -0.46
20 C 4.679 -0.594 -0.899  -0.72
21 H 2.520 3.026 -0.403  0.26
22 H 3.980 2.294 0.318  0.36
23 H 2.498 2.456 1.293  0.32
24 H 2.728 0.115 1.624  0.47
25 H 1.994 -1.362 -0.953  0.34
26 H 2.412 -2.178 0.583  0.44
27 H 0.152 -0.112 0.290  -0.30
28 H 0.013 -3.195 0.717  0.49
29 H -2.150 -1.042 0.943  0.05
30 H -3.448 -2.925 1.173  0.37
31 H -3.186 -2.098 -1.131  0.33
32 H -1.719 -3.092 -1.300  0.32
33 H -1.647 0.507 -2.829  0.35
34 H -3.200 -0.211 -2.322  0.44
35 H -0.238 1.706 -1.130  0.44
36 H -0.274 3.201 0.824  0.43
37 H -2.292 3.340 2.239  0.40
38 H -4.278 1.990 1.678  0.40
39 H -4.241 0.494 -0.273  0.38
40 H 4.470 -1.637 -1.157  0.26
41 H 5.755 -0.431 -0.900  0.27
42 H 4.205 0.063 -1.633  0.30

3 unconnected molecules or ions with the total composition C15H22O5 in a non-equilibrium geometry, computed with ωB97M-V/def2-TZVPD.

Computed properties:
- orbital gap (eV) = 8.35
- F_max (eV Å⁻¹) = 3.59
- LUMO (eV) = -1.18
- SMILES = CC1=CC(=O)C=C(O)C1=O.C1CCOC1.C1CCOC1
- net charge = 0

Each line ends with the Mulliken charge.
Geometry (Å):
1 C 2.194 -0.091 -2.839  -1.39
2 C 0.696 0.436 -2.821  0.80
3 C 0.335 1.772 -2.498  -0.43
4 C -1.190 2.215 -2.551  0.12
5 O -1.458 3.433 -2.610  -0.58
6 C -2.361 1.158 -2.497  -0.53
7 C -2.015 -0.178 -2.803  0.65
8 O -3.066 -1.145 -2.711  -0.52
9 C -0.530 -0.519 -3.218  0.51
10 O -0.310 -1.539 -3.905  -0.58
11 H 2.759 0.089 -1.871  0.24
12 H 2.731 0.514 -3.655  0.44
13 H 2.208 -1.178 -3.182  0.29
14 H 1.153 2.506 -2.238  0.38
15 H -3.424 1.471 -2.222  0.29
16 H -3.583 -0.820 -1.936  0.34
17 C 0.425 -3.081 0.455  -0.78
18 C 0.724 -2.672 1.881  -0.13
19 C 2.047 -1.947 1.731  -0.55
20 O 2.051 -1.358 0.424  -0.41
21 C 0.956 -1.897 -0.329  0.47
22 H -0.631 -3.278 0.265  0.36
23 H 0.993 -3.982 0.200  0.30
24 H -0.044 -1.977 2.235  -0.12
25 H 0.773 -3.510 2.578  0.42
26 H 2.891 -2.643 1.788  0.33
27 H 2.188 -1.169 2.485  0.25
28 H 0.196 -1.112 -0.423  -0.31
29 H 1.297 -2.173 -1.328  0.14
30 C -0.654 2.777 2.177  -0.61
31 C -0.223 1.983 3.391  -0.66
32 C -0.895 0.646 3.147  -0.38
33 O -0.972 0.475 1.726  -0.38
34 C -0.651 1.720 1.089  0.10
35 H -0.001 3.622 1.950  0.37
36 H -1.669 3.159 2.324  0.27
37 H 0.865 1.861 3.387  0.26
38 H -0.511 2.438 4.339  0.38
39 H -1.917 0.637 3.543  0.29
40 H -0.343 -0.187 3.588  0.25
41 H 0.342 1.618 0.636  0.09
42 H -1.375 1.926 0.298  0.00

A molecular structure, C15H23AsF6I2IrNSSe2Te, computed with ωB97M-V/def2-TZVPD.

Computed properties:
- orbital gap (eV) = 6.38
- F_max (eV Å⁻¹) = 0.31
- LUMO (eV) = -7.68
- net charge = +2

Each line ends with the Mulliken charge.
Geometry (Å):
1 Ir -1.934 -0.899 1.690  0.87
2 C -0.664 2.360 2.464  -1.09
3 Se -1.921 1.067 3.185  0.21
4 C -3.561 1.978 2.616  -0.87
5 C -3.840 1.834 1.141  -0.61
6 Se -3.975 -0.067 0.707  0.32
7 C -3.828 0.103 -1.220  -0.94
8 H -0.701 3.213 3.139  0.54
9 H -0.933 2.656 1.454  0.37
10 H 0.323 1.904 2.505  0.26
11 H -3.428 3.024 2.895  0.47
12 H -4.366 1.570 3.228  0.45
13 H -3.055 2.260 0.517  0.31
14 H -4.796 2.282 0.869  0.51
15 H -4.773 0.532 -1.545  0.41
16 H -3.706 -0.890 -1.644  0.35
17 H -2.997 0.748 -1.492  0.33
18 I -3.301 -2.459 3.434  0.26
19 C -2.582 -4.113 2.299  -0.79
20 I -2.002 -3.282 0.416  0.27
21 H -3.374 -4.839 2.156  0.51
22 H -1.709 -4.518 2.799  0.39
23 S -0.549 0.166 0.105  -0.12
24 C -0.801 -0.849 -1.233  0.20
25 N -0.974 -1.583 -2.106  -0.43
26 C 3.600 1.245 -5.418  -1.46
27 C 3.175 0.838 -4.042  0.56
28 C 3.021 1.786 -3.028  -1.00
29 C 2.654 1.428 -1.747  0.72
30 C 2.512 2.508 -0.708  -1.49
31 C 2.418 0.054 -1.471  0.13
32 Te 1.970 -0.519 0.447  0.76
33 C 2.555 -0.926 -2.488  0.80
34 C 2.373 -2.406 -2.283  -1.84
35 C 2.936 -0.502 -3.750  -0.71
36 H 3.674 2.325 -5.516  0.37
37 H 2.895 0.873 -6.163  0.37
38 H 4.574 0.812 -5.653  0.35
39 H 3.206 2.829 -3.252  0.32
40 H 2.780 3.473 -1.131  0.42
41 H 3.153 2.328 0.155  0.38
42 H 1.484 2.580 -0.343  0.17
43 H 1.726 -2.651 -1.445  0.29
44 H 3.341 -2.879 -2.100  0.39
45 H 1.957 -2.854 -3.182  0.44
46 H 3.056 -1.240 -4.533  0.49
47 F -0.242 -1.775 2.589  -0.43
48 As 0.705 -1.629 4.306  1.95
49 F 0.734 0.061 3.872  -0.44
50 F -0.854 -1.346 4.995  -0.42
51 F 0.423 -3.305 4.396  -0.45
52 F 1.524 -1.441 5.758  -0.39
53 F 2.099 -1.865 3.350  -0.45